1.
This record from OMol25 describes a cluster of 3 separate species, C4H13NO2 in total. The level of theory is the ωB97M-V functional and the def2-TZVPD basis.

The geometry in ORCA input format:
```
! wB97M-V def2-TZVPD RIJCOSX def2/J DEFGRID3
* xyz 1 2
H 1.5094 0.3095 -2.7685
H 2.6496 -1.2140 1.4317
H -0.7443 -0.2515 0.1051
C 1.4599 -0.4394 -0.1489
C -0.0057 -0.4118 -0.6714
C 1.6912 -1.4384 0.9679
H -1.9454 1.4641 -1.1547
C 0.6887 0.9776 -2.4814
H 0.7871 1.9531 -2.9617
H 0.8698 -1.3176 1.7008
H 1.4441 0.5981 0.2680
N -0.2672 0.5484 -1.7830
H -0.4215 -1.2758 -1.2055
H 1.6086 -2.4642 0.4987
H -2.6532 -0.8732 4.4827
O -2.1042 -0.8426 3.6851
O -2.1686 2.3392 -0.8223
H -2.5364 2.7783 -1.6015
H -2.0642 0.0714 3.4024
H 2.2023 -0.5111 -0.9435
*
```

The LUMO energy (alpha / beta) is -5.643 / -8.552 eV. The frontier orbital gap (alpha / beta) comes out at 8.364 / 5.455 eV.

=====

2.
This record from OMol25 describes a structure of composition C17H19Cl3N2O7Sn. The level of theory is the ωB97M-V functional and the def2-TZVPD basis.

The geometry in ORCA input format:
```
! wB97M-V def2-TZVPD RIJCOSX def2/J DEFGRID3
* xyz -2 1
C 0.1631 2.2176 6.8091
O 1.6506 -2.0566 8.2395
H 2.3755 1.3533 -3.6057
C -0.5590 0.7633 -2.7532
H 1.8142 2.1915 -2.1475
H -1.8459 -2.9297 -1.4926
C -0.1427 1.7121 5.5429
H -0.2157 -3.5392 -1.8641
Cl -2.7490 0.5535 0.8998
C -1.0507 2.1409 -2.9658
H -1.4108 2.2890 -3.9926
O -1.0883 -1.2118 3.7466
H -3.1750 -0.6116 -3.8068
O -0.0923 0.7135 3.0343
C -2.8559 -0.4254 -2.7710
H -1.4078 -3.3459 -3.1535
N 1.4062 -0.8655 8.5364
C -0.4651 -0.1755 3.9520
O 0.0287 4.1241 8.1483
C -1.0261 -2.8977 -2.2252
C -1.3805 -0.3909 -2.6663
C 0.7952 0.3472 -2.5925
H 2.7908 0.7314 -2.0020
H 2.2463 -2.3524 -3.2953
Cl 0.5469 2.1743 0.2718
O 2.8195 3.5306 -0.4758
N -0.1396 3.6159 7.0207
Sn -0.3980 0.1885 1.0688
C 0.6610 1.3719 7.8232
H -1.8858 2.3723 -2.2926
C 0.8026 -1.0636 -2.4261
C -0.5458 -1.5139 -2.4295
O 1.6832 -0.3669 9.6516
C 0.7946 -0.0001 7.5516
H -0.2562 2.8681 -2.7828
C 0.3976 -0.5303 6.3046
H 0.4544 -1.6008 6.1265
O -0.5579 4.2587 6.0259
H 2.8713 -1.3128 -2.0200
C 2.0065 -1.9132 -2.3178
H 0.8403 1.7555 8.8263
C -0.0889 0.3297 5.3169
H 1.8649 -2.7344 -1.6077
H -3.2949 -1.2263 -2.1617
H -0.4493 2.3556 4.7277
H 3.1381 3.8444 0.4057
Cl 0.9484 -1.7357 0.9743
C 1.9930 1.2052 -2.5876
H -3.3169 0.5206 -2.4627
*
```

The LUMO energy (alpha / beta) is 1.913 / 1.905 eV. The frontier orbital gap (alpha / beta) comes out at 2.346 / 1.873 eV.

=====

3.
This record from OMol25 describes a cluster of 7 separate species, H14O7 in total. The level of theory is the ωB97M-V functional and the def2-TZVPD basis.

The geometry in ORCA input format:
```
! wB97M-V def2-TZVPD RIJCOSX def2/J DEFGRID3
* xyz 0 1
O 2.9403 -1.4077 -0.5814
H 3.7132 -1.9407 -0.3950
H -2.8566 -3.5456 -0.5460
H 0.5043 0.2045 -0.2451
H 2.8540 -0.8352 0.1808
O -3.3050 -1.3001 0.6922
O -2.1288 1.0929 1.3028
H 1.9551 3.3885 -2.3416
O -0.0357 -0.3969 0.2676
H 2.6256 0.9271 0.7071
H -2.9010 -0.4975 1.0221
O -2.0674 -3.0956 -0.8474
O 1.2361 3.2285 -1.7303
O 2.3891 1.7831 0.3498
H -3.9119 -1.5650 1.3834
H 1.5963 2.6128 -1.0920
H -2.2123 -2.1775 -0.6183
H -1.3898 0.5782 0.9784
H -2.2139 1.8118 0.6765
H 0.2660 -1.2683 0.0112
H 2.9423 2.4028 0.8253
*
```

The LUMO energy is -0.145 eV. Its SMILES is O.O.O.O.O.O.O. The frontier orbital gap comes out at 10.274 eV.

=====

4.
This record from OMol25 describes a cluster of 2 separate species, C3H11NO3 in total. The level of theory is the ωB97M-V functional and the def2-TZVPD basis.

The geometry in ORCA input format:
```
! wB97M-V def2-TZVPD RIJCOSX def2/J DEFGRID3
* xyz 0 1
C -0.3971 1.2793 0.7765
H 0.9249 -1.8039 0.3814
H 2.1700 1.6786 -0.9689
H -1.8660 -1.0634 -0.0849
C -0.7501 -0.1312 1.2688
H -2.2836 1.4137 0.3589
C 0.1521 -1.7164 -0.3804
H 1.9364 0.3213 -1.6520
H 0.8930 -0.9670 -2.1529
H -0.0746 -2.6049 -0.9641
O 2.6380 0.9277 -1.3498
H 0.3611 1.2402 -0.0045
H 0.0572 -0.4105 1.9528
H -1.6972 -0.0317 1.8117
O 0.4739 -0.6755 -1.3353
N -0.9713 -1.2427 0.3423
H -0.0338 1.7790 1.6812
O -1.5328 2.0076 0.3194
*
```

The LUMO energy is 0.665 eV. Its SMILES is OCCNCO.O. The frontier orbital gap comes out at 10.129 eV.

=====

5.
This record from OMol25 describes a structure of composition C5H12N2. The level of theory is the ωB97M-V functional and the def2-TZVPD basis.

The geometry in ORCA input format:
```
! wB97M-V def2-TZVPD RIJCOSX def2/J DEFGRID3
* xyz 0 1
H 1.5235 -0.3397 1.0236
H 0.6766 -0.0298 -3.1198
C 0.5748 -0.6692 -0.9199
H -2.0790 -0.2224 1.2899
C -0.5616 -0.1956 -0.4884
H -1.1284 -0.0053 -1.3551
N 0.2160 0.9780 0.0548
H -0.8422 -1.6499 1.3238
H -0.8122 0.2106 1.8764
H 1.0256 1.0385 -2.0459
C 1.3519 0.2250 0.1036
N 1.2914 0.0307 -2.1319
H -1.9523 -1.7335 -0.1073
H 2.1824 0.5313 -0.3688
C -1.4521 -1.0124 0.4715
H 0.5572 1.5764 2.3269
H 0.9724 -1.8794 -0.8742
H -1.2166 1.9363 1.4611
C -0.3273 1.2104 1.4796
*
```

The LUMO energy is 0.983 eV. The frontier orbital gap comes out at 9.900 eV.

=====

6.
This record from OMol25 describes the molecule C4H3N3. The level of theory is the ωB97M-V functional and the def2-TZVPD basis.

The geometry in ORCA input format:
```
! wB97M-V def2-TZVPD RIJCOSX def2/J DEFGRID3
* xyz 0 1
H 0.6090 1.6781 -0.5581
C 0.6945 -0.4043 -0.0215
N 3.1889 -0.4734 0.6488
H -1.4717 1.5137 0.3738
N -0.2440 -1.3294 0.0717
C 2.0688 -0.4913 0.3477
N 0.1753 0.7934 -0.3403
C -1.1848 0.6964 -0.2649
H -2.3340 -1.2612 -0.1662
C -1.4203 -0.6707 -0.1174
*
```

The LUMO energy is 0.298 eV. Its SMILES is N#Cc1ncc[nH]1. The frontier orbital gap comes out at 9.673 eV.

=====

Across the entries above, relative energy (zero: lowest compared OMol25 entry of this formula, charge and spin) takes the values 67.0, 4.2, 39.0, 52.0, 165.1, 27.7 kcal/mol, respectively.